Entry 1:
{"formula": "C36H30As2F12HgN6O12", "method": "ωB97M-V/def2-TZVPD", "molar_mass_da": 1317.08, "e_tot_ev": -229777.8980, "homo_energy_ha": -0.360, "orbital_gap_ev": 8.28, "e_lumo_ha": -0.056, "symbols": ["Hg", "As", "F", "F", "F", "F", "F", "F", "As", "F", "F", "F", "F", "F", "F", "C", "C", "C", "C", "C", "C", "N", "O", "O", "H", "H", "H", "H", "H", "C", "C", "C", "C", "C", "C", "N", "O", "O", "H", "H", "H", "H", "H", "C", "C", "C", "C", "C", "C", "N", "O", "O", "H", "H", "H", "H", "H", "C", "C", "C", "C", "C", "C", "N", "O", "O", "H", "H", "H", "H", "H", "C", "C", "C", "C", "C", "C", "N", "O", "O", "H", "H", "H", "H", "H", "C", "C", "C", "C", "C", "C", "N", "O", "O", "H", "H", "H", "H", "H"], "positions_angstrom": [[-0.605, 0.603, 0.144], [-2.123, 2.804, 2.911], [-2.514, 3.581, 4.496], [-3.594, 1.803, 2.878], [-1.612, 2.048, 1.382], [-0.623, 3.763, 2.832], [-1.373, 1.513, 3.861], [-2.987, 4.106, 2.089], [-2.384, 1.174, -3.306], [-2.088, 0.896, -1.513], [-0.681, 0.592, -3.431], [-2.479, 1.298, -5.072], [-4.070, 1.902, -3.254], [-1.673, 2.824, -3.178], [-2.964, -0.471, -3.395], [0.516, 7.357, -2.086], [-0.568, 6.516, -1.874], [-0.336, 5.219, -1.557], [0.950, 4.679, -1.605], [2.074, 5.499, -1.890], [1.862, 6.890, -2.079], [1.194, 3.302, -1.245], [2.254, 2.792, -1.520], [0.332, 2.599, -0.712], [0.298, 8.411, -2.175], [-1.609, 6.777, -1.991], [-1.243, 4.660, -1.385], [3.069, 5.082, -1.940], [2.709, 7.527, -2.288], [3.528, -2.967, 4.675], [2.336, -3.660, 4.960], [1.234, -3.288, 4.269], [1.288, -2.292, 3.283], [2.485, -1.784, 2.864], [3.604, -2.131, 3.572], [0.047, -1.966, 2.566], [0.205, -1.263, 1.576], [-1.020, -2.342, 2.957], [4.362, -3.147, 5.338], [2.234, -4.355, 5.781], [0.309, -3.811, 4.459], [2.499, -1.226, 1.940], [4.530, -1.733, 3.184], [3.954, 0.943, 5.871], [4.714, 0.961, 4.690], [4.093, 1.289, 3.491], [2.726, 1.469, 3.432], [1.969, 1.456, 4.592], [2.607, 1.165, 5.818], [2.077, 1.869, 2.170], [0.908, 1.504, 1.944], [2.673, 2.782, 1.599], [4.405, 0.859, 6.849], [5.774, 0.759, 4.735], [4.628, 1.371, 2.557], [0.895, 1.562, 4.567], [2.070, 1.116, 6.755], [-1.465, -5.082, -4.625], [-0.954, -3.765, -4.602], [-1.001, -3.078, -3.367], [-1.485, -3.648, -2.192], [-2.171, -4.921, -2.297], [-2.193, -5.580, -3.511], [-1.507, -2.843, -0.917], [-2.051, -3.240, 0.101], [-0.864, -1.763, -0.958], [-1.551, -5.645, -5.543], [-0.542, -3.300, -5.485], [-0.661, -2.057, -3.275], [-2.686, -5.330, -1.441], [-2.671, -6.549, -3.491], [-7.074, -0.960, -1.113], [-7.269, -0.730, 0.237], [-6.192, -0.672, 1.044], [-4.914, -0.806, 0.508], [-4.736, -1.049, -0.847], [-5.848, -1.197, -1.692], [-3.700, -0.640, 1.368], [-2.626, -0.392, 0.781], [-3.824, -0.759, 2.573], [-7.969, -0.969, -1.718], [-8.243, -0.624, 0.690], [-6.419, -0.597, 2.098], [-3.772, -1.233, -1.298], [-5.771, -1.471, -2.734], [4.063, -2.361, -4.558], [2.751, -1.855, -4.489], [2.386, -1.210, -3.335], [3.291, -1.090, -2.255], [4.626, -1.365, -2.500], [5.022, -2.075, -3.594], [2.805, -0.380, -1.037], [1.574, -0.189, -0.869], [3.524, -0.147, -0.065], [4.347, -2.890, -5.456], [2.107, -2.063, -5.331], [1.368, -0.943, -3.092], [5.368, -1.070, -1.772], [6.064, -2.352, -3.533]], "forces_ev_per_a": [[1.1295, -1.0576, -0.0968], [-1.0406, 1.6362, 2.8827], [0.2037, -0.8461, -1.7565], [1.1726, 1.1189, -0.1494], [-0.7640, 0.9109, 0.4448], [-1.0036, -1.0138, 0.0293], [0.0970, 0.5908, -1.0130], [0.7615, -1.2186, 0.1857], [0.5472, 1.6929, -1.8822], [-1.2721, 0.6665, -1.2494], [-1.1631, 0.0680, -0.0382], [0.2274, -0.1227, 1.4539], [2.5469, -1.3996, 0.7628], [-0.9950, -1.6174, 0.2126], [0.0210, 0.7055, 0.3414], [0.9502, 0.3315, 0.2408], [0.6827, 0.6386, -0.3807], [-0.2212, -1.8156, -0.0908], [0.4792, 1.5427, 0.4013], [-1.1155, 0.7031, 0.0860], [-1.5801, -1.5863, -0.0323], [0.2819, -2.3517, -0.2162], [0.7870, 0.7491, -0.3437], [-1.0267, 1.6442, -0.0435], [0.2536, 0.1649, -0.3468], [0.1324, 0.6483, 0.2027], [0.4117, -0.7491, 0.2204], [-0.0658, -0.0962, 0.1017], [-0.1249, 0.1441, 0.1041], [-0.2371, -0.7437, 0.3542], [1.2388, 1.1741, 0.3513], [-1.7033, 0.2050, -0.8212], [-0.6111, -1.6266, 0.6696], [-0.7342, 0.0326, -0.7545], [0.8322, 0.0646, 0.1540], [0.1394, 0.5240, -0.0015], [0.2832, 0.2775, -0.4914], [0.0035, -0.3316, 0.3527], [0.3698, 0.0093, -0.2991], [0.2633, -0.1176, -0.0639], [-0.2652, 0.2819, -0.0258], [0.2437, 0.3502, 0.1661], [0.2806, -0.0087, 0.4556], [0.7591, 0.1981, -0.5845], [-0.5215, 0.3669, 0.2589], [0.4677, -0.3990, -0.4665], [-0.4409, -0.0870, 1.0773], [-0.1943, -0.9839, 0.5724], [-0.7040, 0.3385, -0.7512], [-0.5921, 2.1285, 0.4526], [2.1606, -0.0832, 0.1718], [-0.9469, -1.6230, -0.3013], [0.2766, -0.3894, -0.0653], [0.0732, 0.1108, -0.1361], [0.2976, -0.0634, 0.0158], [-0.1264, 0.2424, -0.1662], [-0.4025, 0.1887, -0.1599], [-1.2874, 1.0018, 0.4429], [-0.5757, -1.3010, 1.5209], [0.4281, 0.3387, 0.2552], [-1.6480, -1.5938, -0.9043], [0.8383, 1.9155, 0.5908], [1.3445, 0.3525, 0.2576], [1.0834, 1.1335, 0.4382], [0.3125, -0.1264, -1.6204], [-0.9389, -1.6498, -0.5435], [0.3916, 0.0037, -0.1475], [-0.0056, 0.0361, 0.0587], [0.1196, 0.1172, -0.2559], [0.0539, 0.0221, 0.1099], [-0.0519, -0.0392, -0.4937], [-1.3924, -0.1270, -0.8178], [-0.3378, -0.0788, -0.7301], [1.0484, -0.1781, 1.6209], [0.4661, 0.2664, -0.3271], [0.0287, -0.6858, -0.6177], [0.2470, 0.4681, 1.3323], [-0.0317, -0.0836, 0.7451], [-1.6615, -0.6286, 0.7447], [0.2735, -0.0281, -1.7443], [-0.0386, -0.1615, -0.2959], [-0.1485, 0.0373, -0.3027], [0.7271, 0.2818, 0.2042], [0.2174, 0.3131, 0.3563], [0.2401, 0.1803, 0.0181], [0.1735, 0.2990, -0.7630], [1.5447, -0.7003, 0.1726], [-0.8144, -0.3534, 1.9434], [-0.5208, 1.3870, -1.7727], [-0.1940, 0.5714, 2.3824], [-0.4788, -0.0481, -0.0513], [-1.8395, -0.1476, 2.9990], [1.5988, -0.5834, -1.9605], [0.7748, -0.3721, -1.8994], [0.0641, -0.1991, -0.0180], [-0.3212, 0.2645, 0.2147], [-0.1918, 0.3436, -0.4369], [-0.0108, -0.0548, 0.2374], [-0.0099, -0.3106, -0.9373]], "lowdin_charge": [1.30, 0.88, -0.29, -0.25, -0.33, -0.27, -0.27, -0.26, 0.95, -0.34, -0.30, -0.27, -0.28, -0.27, -0.25, -0.05, -0.07, -0.01, -0.12, 0.02, -0.04, -0.29, 0.09, -0.04, 0.10, 0.12, 0.12, 0.11, 0.10, -0.04, -0.06, -0.01, -0.12, -0.01, -0.07, -0.30, -0.03, 0.14, 0.11, 0.11, 0.12, 0.10, 0.11, -0.08, -0.06, -0.03, -0.16, 0.03, -0.05, -0.26, -0.03, 0.12, 0.11, 0.11, 0.12, 0.11, 0.11, -0.05, -0.04, -0.01, -0.09, 0.00, -0.08, -0.27, 0.10, -0.04, 0.10, 0.10, 0.08, 0.11, 0.10, -0.08, -0.08, -0.02, -0.10, 0.00, -0.04, -0.26, -0.08, 0.12, 0.11, 0.11, 0.13, 0.08, 0.11, -0.05, -0.04, 0.01, -0.10, -0.03, -0.07, -0.25, -0.04, 0.07, 0.11, 0.11, 0.09, 0.12, 0.11]}

=====

Entry 2:
{"formula": "C36H30Br2F3N5O2Sc", "method": "ωB97M-V/def2-TZVPD", "molar_mass_da": 826.43, "e_tot_ev": -218307.8479, "homo_energy_ha": -0.183, "orbital_gap_ev": 6.64, "total_charge": -1, "e_lumo_ha": 0.062, "symbols": ["Sc", "Br", "C", "C", "C", "Br", "C", "C", "C", "C", "N", "C", "C", "O", "H", "H", "H", "H", "N", "C", "C", "C", "C", "C", "C", "C", "C", "C", "C", "C", "C", "H", "H", "H", "H", "H", "H", "H", "H", "H", "H", "F", "C", "F", "F", "C", "C", "C", "C", "O", "H", "H", "H", "H", "H", "H", "H", "H", "H", "N", "C", "C", "C", "C", "C", "C", "C", "N", "C", "C", "N", "C", "H", "H", "H", "H", "H", "H", "H"], "positions_angstrom": [[-0.355, 0.422, 0.335], [1.574, -1.852, -3.594], [1.927, -0.015, -3.298], [2.631, 0.717, -4.238], [2.860, 2.052, -4.009], [3.823, 3.060, -5.321], [2.438, 2.683, -2.828], [2.645, 4.040, -2.512], [2.267, 4.509, -1.283], [1.684, 3.623, -0.366], [1.405, 2.380, -0.662], [1.760, 1.897, -1.856], [1.430, 0.508, -2.095], [0.765, -0.183, -1.265], [2.989, 0.250, -5.147], [3.106, 4.693, -3.240], [2.420, 5.544, -1.016], [1.449, 3.944, 0.642], [1.936, -1.606, 1.007], [2.935, -0.826, 0.452], [3.646, -1.274, -0.658], [4.638, -0.498, -1.229], [4.955, 0.730, -0.679], [4.245, 1.183, 0.420], [3.217, 0.443, 0.986], [2.418, 1.024, 2.097], [3.101, 1.445, 3.238], [2.440, 2.087, 4.269], [1.092, 2.357, 4.128], [0.415, 1.914, 3.001], [1.019, 1.201, 1.951], [1.923, -2.571, 0.720], [1.742, -1.450, 1.986], [3.394, -2.233, -1.088], [5.156, -0.853, -2.109], [5.760, 1.320, -1.098], [4.474, 2.151, 0.843], [4.166, 1.255, 3.325], [2.975, 2.366, 5.169], [0.553, 2.886, 4.905], [-0.647, 2.135, 2.948], [-0.621, -1.343, 1.817], [-1.838, -0.987, 2.560], [-1.285, -0.366, 3.659], [-2.202, 0.145, 1.750], [-3.744, 2.556, -0.795], [-2.211, 2.799, -0.748], [-1.940, 3.856, 0.352], [-1.773, 3.374, -2.120], [-1.531, 1.636, -0.486], [-4.273, 3.500, -0.906], [-4.071, 2.082, 0.127], [-4.003, 1.915, -1.635], [-2.465, 4.789, 0.145], [-0.871, 4.050, 0.411], [-2.273, 3.469, 1.314], [-2.403, 4.210, -2.420], [-1.839, 2.589, -2.872], [-0.738, 3.707, -2.074], [-4.203, -9.413, 2.303], [-3.913, -8.378, 1.897], [-3.580, -7.116, 1.371], [-4.447, -6.509, 0.457], [-4.149, -5.269, -0.056], [-2.982, -4.606, 0.332], [-2.102, -5.223, 1.223], [-2.399, -6.465, 1.739], [-2.735, -3.312, -0.132], [-3.692, -2.342, -0.326], [-3.023, -1.204, -0.657], [-1.679, -1.447, -0.676], [-1.538, -2.710, -0.370], [-5.351, -7.017, 0.160], [-4.816, -4.803, -0.764], [-1.211, -4.701, 1.531], [-1.732, -6.937, 2.443], [-4.734, -2.529, -0.159], [-3.405, -0.224, -0.874], [-0.601, -3.232, -0.356]], "forces_ev_per_a": [[0.5663, -0.4880, -0.3744], [0.0495, -0.1189, -0.2271], [-0.5406, -0.3643, 0.6397], [0.2031, 0.6753, -0.1323], [0.2450, -0.2209, -0.5162], [-0.0609, -0.1217, 0.0170], [-0.1194, -0.2225, 0.3078], [-0.0510, 0.1394, 0.1626], [0.1729, -0.0271, -0.2420], [-0.1185, -0.1627, 0.1486], [-0.3182, 0.1179, 0.2464], [0.1178, -0.0792, -0.5588], [0.6270, 0.2938, -1.0276], [-0.1264, -0.0717, 0.2883], [-0.0402, -0.0103, 0.0642], [0.0209, -0.0020, 0.0116], [0.0346, 0.0758, 0.0640], [-0.1122, 0.0102, 0.0957], [-0.2490, -0.0617, 0.0786], [0.4308, 0.1900, 0.0362], [0.0145, -0.0469, 0.0627], [-0.0391, -0.0614, 0.0074], [0.2513, 0.0693, -0.0491], [0.0794, -0.0499, -0.0309], [-0.0432, -0.1484, -0.0597], [-0.3068, 0.0185, -0.0066], [0.1718, -0.1018, -0.0685], [0.0519, 0.0943, 0.1289], [-0.0844, 0.0401, 0.0895], [-0.0219, 0.0450, -0.2536], [0.2032, 0.0912, 0.6812], [0.0421, 0.0806, 0.0888], [-0.0705, -0.0217, -0.0988], [-0.0196, -0.1128, -0.0440], [0.0478, -0.0568, -0.0584], [-0.0496, 0.0931, -0.0411], [-0.0297, 0.1201, 0.0483], [-0.0053, -0.0278, -0.0486], [0.0075, 0.0752, -0.0071], [-0.0168, 0.0244, 0.0643], [-0.0768, -0.0681, 0.0192], [0.3778, 0.2110, 0.1243], [-0.6543, -0.8053, 0.9089], [-0.1437, -0.1451, -0.3245], [0.2854, 0.5502, -0.0825], [0.6188, -0.0618, 0.0721], [-0.6789, 1.1429, -0.3238], [0.0269, -0.4798, -0.2780], [-0.0062, -0.3400, 0.4527], [-0.2197, 0.1366, 0.0186], [-0.0817, 0.1106, -0.0447], [-0.0240, -0.0923, 0.1350], [-0.0298, -0.1165, -0.1303], [-0.0229, 0.0640, -0.0340], [0.0451, 0.0381, 0.0225], [-0.0280, -0.0176, 0.0949], [-0.0511, 0.1078, -0.0112], [-0.0457, -0.0655, -0.0810], [0.1269, 0.0465, 0.0048], [-0.0034, -0.0641, 0.0563], [-0.1985, -0.9783, 0.3885], [0.2462, 1.1079, -0.5345], [0.1787, -0.1326, 0.2472], [0.1951, 0.2945, -0.0383], [-0.0886, -0.6173, 0.2491], [-0.0897, 0.3123, -0.2450], [-0.2606, -0.2650, -0.0996], [0.2468, 0.3251, -0.2499], [-0.2885, 0.5742, -0.1785], [-0.5032, -0.3656, -0.0555], [0.0480, -0.1689, 0.0997], [0.1753, 0.0792, -0.0942], [-0.0824, -0.0586, -0.0169], [-0.0317, 0.0511, -0.0637], [0.0745, 0.1015, 0.1035], [0.0816, -0.0252, 0.0804], [-0.0914, -0.0299, 0.0456], [-0.0596, 0.0690, 0.0969], [0.1192, -0.1005, 0.1790]], "lowdin_charge": [0.98, 0.76, -0.60, -0.18, -0.62, 0.71, -0.20, -0.04, -0.04, -0.13, 0.13, -0.14, -0.40, -0.18, 0.09, 0.07, 0.10, 0.11, 0.11, -0.28, -0.06, -0.10, -0.10, -0.05, -0.15, -0.23, -0.06, -0.12, -0.11, -0.15, -0.15, 0.10, 0.09, 0.09, 0.10, 0.09, 0.11, 0.11, 0.09, 0.09, 0.08, -0.19, -0.27, -0.05, -0.14, -0.05, -0.69, -0.02, -0.02, -0.26, 0.07, 0.08, 0.07, 0.08, 0.06, 0.08, 0.08, 0.08, 0.06, 0.15, -0.20, -0.24, -0.02, 0.00, -0.17, 0.02, -0.01, -0.01, -0.04, -0.11, 0.04, -0.13, 0.12, 0.11, 0.12, 0.12, 0.12, 0.09, 0.14]}